{"formula": "C4H7ClSi", "method": "the ωB97M-V functional and the def2-TZVPD basis", "elements": ["Cl", "Si", "C", "C", "C", "C", "H", "H", "H", "H", "H", "H", "H"], "xyz": [[-2.5619, -1.7484, -0.0549], [-1.0591, -0.4726, -0.1586], [2.6694, -2.0758, 0.4584], [-1.4360, 2.3642, -0.1610], [-1.7036, 1.2243, 0.4644], [3.3034, -1.4931, -0.3487], [-0.6129, -0.7593, -1.6574], [0.0945, -0.5646, 0.7392], [2.0989, -2.8150, 0.9046], [-2.1690, 1.4193, 1.4193], [-1.5537, 3.2712, 0.3436], [-0.9806, 2.4412, -1.1369], [3.9107, -0.7914, -0.8119]], "mulliken_charge": [-0.2407, 0.5317, -0.4706, -0.7258, -0.1942, -0.3616, -0.0967, -0.1120, 0.4328, 0.3257, 0.2589, 0.2488, 0.4036], "e_above_lowest_kcal_mol": 44.4, "multiplicity": 1, "fmax_ha_per_bohr": 0.0477, "lumo_energy_ev": 0.921, "homo_energy_ev": -10.207}



{"formula": "C4H7F", "method": "the ωB97M-V functional and the def2-TZVPD basis", "elements": ["F", "C", "C", "C", "C", "H", "H", "H", "H", "H", "H", "H"], "xyz": [[-1.1998, 0.7054, 1.4574], [-0.3717, -1.4492, -0.4716], [0.2725, -0.0822, -0.3256], [1.3472, 0.1742, -1.1871], [-0.1022, 0.7668, 0.6609], [2.2161, -0.3182, -0.6050], [-1.1579, -1.4758, 0.1735], [1.3722, -0.0053, -2.3388], [0.2775, -2.3888, -0.4071], [1.5167, 1.2690, -1.4178], [0.4547, 1.7748, 0.8670], [-0.7557, -1.6622, -1.4473]], "mulliken_charge": [-0.2480, -1.1853, 0.6637, -1.1305, -0.1804, 0.2202, 0.3685, 0.3088, 0.2691, 0.3180, 0.2753, 0.3206], "e_above_lowest_kcal_mol": 28.6, "multiplicity": 1, "fmax_ha_per_bohr": 0.1130, "lumo_energy_ev": 1.006, "homo_energy_ev": -8.985}



{"formula": "C4H7F", "method": "the ωB97M-V functional and the def2-TZVPD basis", "elements": ["F", "C", "C", "C", "C", "H", "H", "H", "H", "H", "H", "H"], "xyz": [[2.3893, -0.3639, -0.0243], [0.3516, 1.3477, 0.0308], [0.0819, -0.1301, 0.0173], [1.1435, -0.8573, 0.0054], [-1.3146, -0.6828, -0.0016], [1.0160, 1.7099, -0.8231], [-2.0233, 0.0753, -0.4289], [-0.5896, 1.9084, -0.0381], [-1.3355, -1.4793, -0.7327], [-1.7866, -1.0410, 0.8964], [1.2022, -1.9058, 0.1500], [0.8651, 1.4189, 0.9489]], "mulliken_charge": [-0.2589, -1.1683, 0.5373, -0.1936, -1.1613, 0.2755, 0.3082, 0.3475, 0.3261, 0.2771, 0.4164, 0.2941], "e_above_lowest_kcal_mol": 8.3, "multiplicity": 1, "fmax_ha_per_bohr": 0.0454, "lumo_energy_ev": 1.075, "homo_energy_ev": -9.196}